1.
Density functional theory data (ωB97M-V with the def2-TZVPD basis set) for a single C7H10 molecule.

```
17
Properties=species:S:1:pos:R:3:lowdin_charge:R:1
H 0.642 1.354 1.135 0.093
H -2.090 -0.008 1.494 0.126
H 0.204 -1.675 1.884 0.127
H 0.076 0.650 2.714 0.106
C 1.174 -0.082 -1.116 -0.132
C 0.079 -0.873 1.163 -0.172
H -1.862 -0.384 -1.086 0.133
C 0.097 0.556 1.630 -0.090
C -0.960 -0.068 -0.557 -0.203
H 0.160 -2.075 -0.699 0.136
H -0.295 1.009 -2.376 0.100
H 2.014 0.299 -0.527 0.104
H 0.115 1.908 -0.909 0.099
C -1.135 0.027 0.979 -0.174
C 0.227 -1.040 -0.356 -0.219
C -0.014 0.903 -1.324 -0.132
H 1.569 -0.499 -2.048 0.099
```

The energy above the lowest of the compared OMol25 structures with the same formula, charge and spin is 59.0 kcal/mol. Its spin multiplicity is 1. The HOMO energy is -9.081 eV. Its LUMO energy is 1.248 eV. The largest force on an atom comes out at 0.32 eV/Å.

2.
Density functional theory data (ωB97M-V with the def2-TZVPD basis set) for a single C7H10 molecule in a non-equilibrium geometry.

```
17
Properties=species:S:1:pos:R:3:lowdin_charge:R:1
H -1.215 0.851 -2.539 0.059
C 0.110 0.331 -0.128 -0.281
C 0.406 1.293 -1.212 -0.149
C -0.315 1.415 -2.316 0.012
C -1.466 -1.275 1.055 -0.096
C 1.874 -0.310 1.515 0.012
H -2.527 -1.282 1.300 0.066
H -0.998 -1.314 2.046 0.074
C -1.107 -0.132 0.163 -0.115
H 1.220 1.979 -1.060 0.099
H 1.414 0.404 2.187 0.068
H -1.175 -2.210 0.567 0.081
H -1.934 0.499 -0.144 0.106
H -0.062 2.097 -3.121 0.052
H 2.754 -0.847 1.842 0.055
C 1.344 -0.411 0.315 -0.155
H 1.679 -1.087 -0.470 0.113
```

The energy above the lowest of the compared OMol25 structures with the same formula, charge and spin is 47.4 kcal/mol. Its spin multiplicity is 1. The HOMO energy is -8.758 eV. Its LUMO energy is 1.082 eV. The largest force on an atom comes out at 1.56 eV/Å.